A molecular structure, C30H45BBaF4N3O12, computed with wB97M-V/def2-TZVPD.

spin multiplicity	2
HOMO level (alpha / beta)	-2.5 / -9.8	eV
total charge	0
frontier orbital gap (alpha / beta)	1.96 / 9.29	eV
<S²>	0.75
E_tot	-2686.91130	Eh
max |F|	0.050	hartree/bohr

The geometry in XYZ format:
```
96
C30H45BBaF4N3O12, DFT wB97M-V/def2-TZVPD
Ba -0.693 2.586 -1.493
B -0.237 -0.085 -0.074
F -0.147 -1.330 0.662
F -1.255 -0.005 -0.964
F -0.309 1.034 0.798
F 0.893 0.068 -0.876
C 1.737 -1.611 4.684
C 2.134 -1.545 5.971
C 1.696 -0.472 6.762
C 0.873 0.545 6.250
C 0.451 0.424 4.953
C 0.804 -0.688 4.215
N 0.330 1.648 7.103
O 0.921 1.917 8.105
O -0.684 2.195 6.743
H 2.057 -2.441 4.072
H 2.834 -2.288 6.324
H 2.123 -0.459 7.754
H -0.183 1.150 4.466
H 0.530 -0.816 3.178
C 3.740 -4.068 1.234
C 4.114 -5.136 0.417
C 3.763 -5.135 -0.934
C 2.956 -4.126 -1.490
C 2.547 -3.048 -0.667
C 2.931 -3.005 0.688
N 2.584 -4.137 -2.941
O 1.925 -3.160 -3.299
O 2.981 -4.979 -3.721
H 3.958 -4.041 2.291
H 4.744 -5.871 0.895
H 4.148 -5.907 -1.584
H 1.931 -2.197 -0.916
H 2.687 -2.106 1.235
C -3.682 -4.452 -0.803
C -3.539 -5.805 -0.449
C -2.667 -6.167 0.556
C -1.877 -5.218 1.242
C -1.993 -3.897 0.835
C -2.893 -3.490 -0.165
N -0.927 -5.662 2.323
O -0.068 -4.856 2.731
O -0.963 -6.806 2.811
H -4.378 -4.230 -1.599
H -4.249 -6.508 -0.860
H -2.708 -7.205 0.851
H -1.484 -3.053 1.277
H -2.963 -2.442 -0.415
C -3.129 2.094 1.499
O -2.995 2.120 0.052
C -3.950 1.151 -0.545
C -4.140 1.277 -2.080
O -2.854 1.475 -2.742
C -3.035 1.682 -4.151
H -4.000 2.671 1.810
H -2.332 2.576 2.063
H -3.315 1.080 1.854
H -4.889 1.325 -0.021
H -3.698 0.147 -0.202
H -4.933 1.982 -2.332
H -4.493 0.320 -2.465
H -3.666 2.534 -4.405
H -3.499 0.795 -4.584
H -2.090 1.878 -4.658
C 2.838 2.489 -0.918
O 1.748 3.283 -0.572
C 1.873 3.793 0.792
C 0.851 4.881 1.032
O -0.444 4.452 0.656
C -1.546 5.348 0.932
H 2.789 1.539 -0.386
H 3.779 2.967 -0.647
H 2.957 2.258 -1.977
H 2.853 4.216 1.010
H 1.772 2.974 1.505
H 1.098 5.747 0.417
H 0.894 5.207 2.071
H -1.589 5.589 1.994
H -2.487 4.979 0.524
H -1.325 6.277 0.407
C -0.292 -0.307 -3.748
O 0.017 1.067 -3.725
C 1.201 1.402 -4.488
C 1.447 2.954 -4.563
O 1.320 3.465 -3.247
C 1.764 4.831 -3.287
H -1.259 -0.519 -3.291
H 0.514 -0.872 -3.280
H -0.420 -0.678 -4.764
H 1.115 1.139 -5.542
H 2.138 0.968 -4.139
H 0.754 3.434 -5.253
H 2.427 3.223 -4.958
H 1.715 5.329 -2.318
H 1.198 5.467 -3.966
H 2.824 4.874 -3.538
```

3 unconnected molecules or ions with the total composition C30H45BF17N4O6, computed with wB97M-V/def2-TZVPD.

HOMO level	-11.9	eV
total charge	+1
frontier orbital gap	7.46	eV
E_tot	-3562.69881	Eh
max |F|	0.107	hartree/bohr

The geometry in XYZ format:
```
103
C30H45BF17N4O6, DFT wB97M-V/def2-TZVPD
C 1.815 1.105 6.431
C 0.910 2.163 5.611
B -0.256 1.336 4.788
O -1.500 1.004 5.423
C 0.140 0.951 3.235
C 1.170 -0.187 2.960
F 1.794 -0.916 4.017
C 1.560 -0.529 1.482
N 1.007 0.192 0.339
C 1.400 -0.150 -1.085
C 1.804 -1.705 -1.266
O 1.655 -2.193 -2.621
C 0.286 -2.200 -3.040
C -0.854 -3.103 -2.322
O -0.027 -1.494 -4.045
C 0.069 1.260 0.582
O -0.466 2.020 -0.519
C 0.502 3.146 -0.641
C 0.273 4.027 -1.957
C 0.700 3.210 -3.286
C -1.196 4.669 -2.073
C -1.377 6.102 -1.361
C -0.484 6.324 -0.046
C -2.938 6.200 -0.909
C -0.438 1.702 2.002
C -1.523 2.903 2.105
C -3.043 2.357 2.164
N -3.209 1.110 2.969
N -3.945 3.396 2.791
N -3.638 2.088 0.812
H 1.146 0.181 6.630
H 2.104 1.563 7.450
H 2.740 0.741 5.864
H 1.603 2.677 4.834
H 0.451 2.996 6.244
H -1.881 1.847 5.758
H 2.342 -1.375 1.362
H 0.646 0.223 -1.856
H 2.375 0.450 -1.267
H 2.926 -1.779 -0.990
H 1.219 -2.369 -0.531
H -0.600 -3.228 -1.217
H -1.832 -2.488 -2.366
H -0.983 -4.125 -2.847
H 0.482 3.786 0.321
H 1.546 2.639 -0.640
H 1.018 4.912 -1.883
H -0.213 2.649 -3.694
H 1.024 4.003 -4.063
H 1.590 2.531 -3.050
H -1.406 4.831 -3.198
H -1.973 3.898 -1.712
H -1.152 6.944 -2.102
H 0.654 6.245 -0.228
H -0.659 7.384 0.388
H -0.754 5.592 0.790
H -3.474 6.773 -1.748
H -3.051 6.804 0.054
H -3.407 5.168 -0.742
H -1.254 3.532 3.033
H -1.462 3.577 1.173
H -3.365 0.322 2.308
H -4.061 1.170 3.553
H -4.930 3.138 2.572
H -3.860 3.379 3.818
H -4.071 2.936 0.421
H -2.956 1.660 0.170
C -2.532 -3.031 -5.459
C -2.107 -3.478 -6.874
C -2.919 -2.891 -8.027
F -4.218 -3.245 -7.975
F -2.448 -3.349 -9.215
F -2.098 -4.832 -6.924
F -0.809 -3.089 -7.039
O -3.369 -3.938 -4.726
C -4.763 -3.852 -4.949
C -5.344 -5.142 -5.537
F -4.787 -5.437 -6.732
F -6.677 -5.017 -5.749
F -5.039 -2.765 -5.692
F -5.317 -3.623 -3.734
H -1.615 -2.983 -4.868
H -2.922 -2.010 -5.442
H -2.855 -1.800 -8.043
H -5.175 -5.988 -4.867
C 4.153 -3.304 4.208
C 4.320 -3.117 2.685
C 4.619 -4.389 1.893
F 5.779 -4.960 2.259
F 4.736 -4.102 0.569
F 5.257 -2.168 2.457
F 3.137 -2.599 2.211
O 5.289 -2.995 5.021
C 6.244 -4.021 5.211
C 7.621 -3.653 4.648
F 7.566 -3.425 3.316
F 8.503 -4.663 4.834
F 5.769 -5.181 4.719
F 6.338 -4.196 6.548
H 3.399 -2.576 4.520
H 3.719 -4.275 4.465
H 3.818 -5.125 2.005
H 8.013 -2.755 5.130
```

A molecular structure, C30H45BrN2P2PbS, computed with wB97M-V/def2-TZVPD.

HOMO level (alpha / beta)	-19.3 / -19.8	eV
total charge	+4
frontier orbital gap (alpha / beta)	3.93 / 5.88	eV
E_tot	-5125.87437	Eh
max |F|	0.042	hartree/bohr
energy relative to the best compared isomer or geometry (same formula, charge and spin)	0.0	kJ/mol

The geometry in XYZ format:
```
82
C30H45BrN2P2PbS, DFT wB97M-V/def2-TZVPD
N 1.506 5.189 2.374
C 0.270 4.767 2.618
C -0.001 3.461 3.045
C 1.080 2.568 3.263
C 2.361 3.005 2.846
C 2.516 4.336 2.442
C 0.841 1.256 3.859
Pb -0.630 0.093 -0.281
P -1.131 -2.457 -1.230
C 1.680 0.171 3.739
C 1.223 -1.192 3.477
C 2.135 -2.183 3.005
C 1.687 -3.430 2.584
C 0.322 -3.694 2.628
C -0.608 -2.780 3.108
C -0.150 -1.534 3.544
Br -0.252 -5.434 1.997
H -0.136 1.107 4.325
H 2.776 0.302 3.736
H -1.035 3.158 3.239
H 3.225 2.337 2.905
H -0.536 5.499 2.554
H 3.514 4.718 2.236
H 3.208 -1.962 2.999
H -0.848 -0.817 3.965
H 2.360 -4.212 2.245
H -1.652 -3.076 3.161
P 1.540 1.014 -1.851
C -2.609 -2.905 -0.224
C -2.915 -4.359 0.111
H -3.482 -2.455 -0.730
H -2.494 -2.354 0.733
H -3.846 -4.411 0.694
H -3.011 -5.020 -0.757
H -2.132 -4.764 0.766
C 0.235 -3.612 -0.859
C 0.272 -5.010 -1.486
H 0.199 -3.742 0.233
H 1.180 -3.078 -1.074
H 1.091 -5.570 -1.016
H -0.648 -5.585 -1.325
H 0.484 -4.979 -2.559
C -1.477 -2.604 -3.006
C -2.538 -3.628 -3.395
H -0.521 -2.828 -3.508
H -1.783 -1.592 -3.330
H -2.697 -3.568 -4.476
H -2.242 -4.657 -3.162
H -3.497 -3.424 -2.910
C 1.211 1.706 -3.517
C 0.435 0.782 -4.447
H 2.185 1.983 -3.951
H 0.653 2.638 -3.355
H 0.358 1.244 -5.439
H 0.922 -0.192 -4.575
H -0.583 0.618 -4.077
C 2.768 -0.315 -2.218
C 3.415 -0.932 -0.977
H 3.527 0.126 -2.883
H 2.235 -1.080 -2.802
H 4.061 -1.768 -1.284
H 4.038 -0.207 -0.433
H 2.664 -1.329 -0.275
C 2.631 2.317 -1.156
C 1.966 3.680 -0.993
H 3.513 2.391 -1.810
H 2.980 1.942 -0.182
H 2.679 4.386 -0.551
H 1.621 4.106 -1.944
H 1.110 3.625 -0.310
S -2.324 1.683 -1.679
C -2.790 2.756 -0.426
N -2.226 4.026 -0.430
C -2.517 4.967 0.525
C -3.508 4.705 1.450
C -4.041 3.408 1.537
C -3.685 2.445 0.602
H -1.552 4.243 -1.174
H -1.943 5.889 0.455
H -3.842 5.502 2.113
H -4.728 3.155 2.343
H -4.067 1.432 0.615
```

Q: max |F| of number 1 (C30H45BBaF4N3O12)?
A: 0.050 hartree/bohr